1.
# C24H27N5O2S

A single C24H27N5O2S molecule (ωB97M-V/def2-TZVPD, the OMol25 dataset).

The geometry in XYZ format:
```
59
Properties=species:S:1:pos:R:3
C -2.090 4.062 -1.529
C -1.613 3.107 -2.616
C -2.557 1.914 -2.764
C -2.123 0.945 -3.855
N -0.854 0.293 -3.561
N -0.468 0.272 -2.303
C 0.638 -0.300 -1.936
C 0.927 -0.213 -0.473
O 1.738 -0.920 0.108
N 0.207 0.739 0.147
C 0.310 1.016 1.571
C -0.270 2.397 1.861
C -0.094 2.820 3.313
S 1.655 2.808 3.851
C 1.658 1.344 4.925
C -0.369 -0.063 2.360
N -1.449 0.068 3.076
C -1.690 -1.175 3.609
C -2.702 -1.611 4.455
C -2.690 -2.936 4.834
C -1.702 -3.819 4.392
C -0.686 -3.408 3.553
C -0.691 -2.077 3.168
N 0.143 -1.329 2.379
C 1.504 -0.954 -2.884
C 2.711 -1.584 -2.556
C 3.473 -2.170 -3.542
C 3.062 -2.145 -4.873
C 1.881 -1.527 -5.217
C 1.094 -0.927 -4.232
C -0.156 -0.276 -4.619
O -0.595 -0.207 -5.751
H -3.069 4.465 -1.778
H -2.168 3.550 -0.572
H -1.397 4.892 -1.418
H -0.609 2.753 -2.372
H -1.555 3.639 -3.567
H -3.554 2.276 -3.021
H -2.630 1.379 -1.816
H -2.882 0.167 -3.992
H -1.997 1.457 -4.813
H -0.524 1.188 -0.385
H 1.382 1.001 1.817
H 0.220 3.122 1.207
H -1.340 2.381 1.644
H -0.644 2.152 3.972
H -0.451 3.841 3.446
H 0.990 1.513 5.764
H 2.676 1.221 5.279
H 1.349 0.468 4.363
H -3.465 -0.928 4.796
H -3.463 -3.308 5.491
H -1.736 -4.849 4.716
H 0.078 -4.089 3.211
H 0.942 -1.626 1.834
H 3.027 -1.607 -1.527
H 4.401 -2.655 -3.280
H 3.672 -2.609 -5.634
H 1.534 -1.487 -6.238
```

Output
**ΔE to the lowest compared entry with this formula, charge and spin**: 0.0894 eV
**SMILES**: CCCCn1nc(C(=O)N[C@@H](CCSC)c2nc3ccccc3[nH]2)c2ccccc2c1=O

2.
# C24H27N5O2V

A molecular structure, C24H27N5O2V (ωB97M-V/def2-TZVPD, the OMol25 dataset).

The geometry in XYZ format:
```
59
Properties=species:S:1:pos:R:3
O -0.849 2.074 1.696
V -0.232 0.859 0.865
O -0.328 1.320 -0.654
N 0.529 -0.306 2.730
C 0.880 -1.596 2.698
C 1.376 -2.276 3.803
C 1.533 -1.611 5.002
C 1.062 -0.310 5.061
C 0.617 0.318 3.925
H 0.811 -2.140 1.766
H 1.749 -3.283 3.667
H 1.991 -2.057 5.874
H 1.059 0.265 5.978
H 0.294 1.350 3.951
N 1.222 -1.084 -0.516
C 0.673 -2.215 -0.974
C 1.046 -2.851 -2.151
C 2.072 -2.288 -2.901
C 2.629 -1.102 -2.456
C 2.158 -0.530 -1.283
H -0.095 -2.686 -0.370
H 0.510 -3.717 -2.512
H 2.446 -2.747 -3.806
H 3.420 -0.626 -3.018
H 2.624 0.385 -0.937
N 1.754 1.955 0.993
C 1.842 3.187 0.498
C 2.929 4.046 0.649
C 4.006 3.560 1.354
C 4.012 2.230 1.781
C 2.847 1.511 1.653
H 0.980 3.552 -0.050
H 2.910 5.060 0.284
H 4.879 4.175 1.541
H 4.849 1.877 2.365
H 2.775 0.556 2.159
N -2.118 -0.284 1.034
C -2.708 -0.393 2.234
C -3.992 -0.872 2.397
C -4.703 -1.298 1.293
C -4.082 -1.235 0.048
C -2.811 -0.737 -0.036
H -2.103 -0.152 3.096
H -4.377 -0.935 3.406
H -5.707 -1.690 1.372
H -4.600 -1.668 -0.795
H -2.256 -0.688 -0.962
C -1.570 -0.834 -4.098
C -1.097 0.584 -4.447
C -2.323 1.441 -4.815
C -3.389 1.316 -3.816
N -4.216 1.146 -3.042
H -0.772 -1.535 -3.855
H -2.150 -1.261 -4.921
H -2.229 -0.848 -3.228
H -0.387 0.600 -5.269
H -0.613 0.947 -3.539
H -2.720 1.055 -5.757
H -2.058 2.485 -4.966
```

Output
**Charge**: +1

| no. | orbital gap (hartree) |
| --- | --- |
| 1 | 0.3030 |
| 2 | 0.3507 |